The following is a quantum chemistry calculation of C33H29N8SeV as an isolated structure, from OMol25.

Summary:
electronic energy: -137635.4528 eV
total charge: +2
HOMO energy (spin up / spin down): -13.795 / -13.834 eV
multiplicity: 3
HOMO-LUMO gap (spin up / spin down): 6.34 / 6.36 eV
energy relative to the best compared isomer or geometry (same formula, charge and spin): 0.000 eV

Each line ends with the Löwdin spin population.
Cartesian coordinates (Å):
V -0.1606 -0.7102 0.0132  1.99
C 1.2130 2.8443 2.5438  0.00
C -0.3001 2.6179 2.4670  0.00
C -0.9029 3.4480 1.3367  0.00
C -0.6926 1.1467 2.4421  0.00
C -1.7821 0.6724 1.6993  0.00
C -2.2595 -0.6341 1.8688  0.00
C -1.6520 -1.5156 2.7604  0.00
C -2.1988 -2.8945 3.0016  0.00
C -0.5573 -1.0414 3.4909  0.01
C -0.0935 0.2497 3.3367  0.01
H 1.4161 3.9081 2.6662  0.00
H 1.7082 2.5234 1.6244  0.00
H 1.6799 2.3326 3.3843  0.00
H -0.7325 2.9925 3.4016  0.00
H -0.5968 3.0778 0.3587  0.00
H -0.5571 4.4782 1.4162  0.00
H -1.9929 3.4738 1.3707  0.00
H -2.3089 1.3510 1.0401  0.00
H -3.1596 -0.9360 1.3515  0.00
H -2.4593 -3.0270 4.0520  0.00
H -1.4605 -3.6638 2.7669  0.00
H -3.0937 -3.0826 2.4091  0.00
H -0.0877 -1.6900 4.2227  0.00
H 0.7319 0.5808 3.9521  0.00
C -4.0882 -2.0335 -1.3725  0.00
C -4.6184 -0.9697 -2.0983  0.01
C -3.8391 0.1454 -2.3035  0.00
C -2.5400 0.1977 -1.7835  0.01
N -2.0495 -0.8115 -1.0369  0.00
C -2.8221 -1.9065 -0.8603  0.01
N -1.8037 1.3084 -2.1334  -0.01
C -0.6037 1.5671 -1.7967  0.01
N 0.2473 0.8800 -0.8980  -0.04
C 1.5238 1.4766 -0.9744  0.01
N 2.6049 1.1550 -0.3807  -0.01
C 2.7685 0.1579 0.5533  0.01
C 4.0340 0.0940 1.1480  0.00
C 4.2950 -0.8524 2.1111  0.01
C 3.2830 -1.7384 2.4723  0.00
C 2.0647 -1.6266 1.8536  0.01
N 1.7893 -0.6996 0.9087  0.00
C 1.4476 2.6097 -1.9013  0.00
C 2.4153 3.5214 -2.2850  0.00
C 2.0256 4.5151 -3.1723  0.00
C 0.7166 4.5874 -3.6537  0.00
C -0.2470 3.6668 -3.2665  0.00
C 0.1492 2.6814 -2.3792  0.00
H -4.6534 -2.9377 -1.1964  0.00
H -5.6201 -1.0224 -2.5036  0.00
H -4.1830 0.9927 -2.8785  0.00
H -2.3972 -2.6946 -0.2561  0.00
H 4.7743 0.8104 0.8246  0.00
H 5.2690 -0.9054 2.5799  0.00
H 3.4374 -2.5004 3.2233  0.00
H 1.2560 -2.2929 2.1130  0.00
H 3.4256 3.4580 -1.9043  0.00
H 2.7466 5.2527 -3.4996  0.00
H 0.4531 5.3802 -4.3414  0.00
H -1.2631 3.7128 -3.6337  0.00
Se -0.2140 -4.9934 0.6296  0.00
N 0.4472 -5.4984 -0.9206  0.01
C 0.7199 -4.4152 -1.6195  0.00
C 1.2638 -4.3211 -2.9358  0.01
C 1.4425 -3.0746 -3.4505  0.00
C 1.0988 -1.9081 -2.7048  0.01
N 0.6076 -1.9580 -1.4933  -0.01
C 0.4177 -3.1874 -0.9513  0.01
N -0.0911 -3.2454 0.2584  0.00
H 1.5155 -5.2184 -3.4864  0.00
H 1.8495 -2.9350 -4.4420  0.00
H 1.2433 -0.9260 -3.1387  0.00

***

The following is a quantum chemistry calculation of C33H29NO5P2PtS as an isolated structure, from OMol25.

Summary:
electronic energy: -79079.2942 eV
total charge: 0
HOMO energy: -7.044 eV
HOMO-LUMO gap: 6.20 eV
energy relative to the best compared isomer or geometry (same formula, charge and spin): 1.276 eV

Each line ends with the Löwdin charge.
Cartesian coordinates (Å):
Pt -1.6139 -0.3644 -1.8460  0.93
C 3.4520 -0.8948 3.7834  -0.41
S 3.0602 0.8686 3.7980  0.81
C 3.4619 1.3452 2.0928  -0.49
C 2.2813 1.3857 1.1284  -0.25
C 1.5823 0.0414 1.0005  -0.25
N 0.4865 0.0620 0.0326  -0.38
P 0.5567 0.1169 -1.6787  0.81
C 1.0768 1.7670 -2.1605  -0.34
C 2.0423 2.0114 -3.1342  -0.08
C 2.3114 3.3151 -3.5242  -0.07
C 1.6073 4.3686 -2.9592  -0.07
C 0.6185 4.1249 -2.0146  -0.05
C 0.3447 2.8276 -1.6204  -0.09
C 1.8547 -1.0370 -2.1633  -0.33
C 3.2065 -0.7941 -1.9117  -0.10
C 4.1506 -1.7662 -2.1953  -0.07
C 3.7554 -2.9848 -2.7346  -0.07
C 2.4161 -3.2316 -2.9938  -0.07
C 1.4670 -2.2612 -2.7043  -0.10
P -0.9963 -0.7260 0.2075  0.80
C -0.7533 -2.3775 0.8682  -0.32
C -0.7853 -3.4714 0.0100  -0.08
C -0.5499 -4.7448 0.5069  -0.07
C -0.2818 -4.9234 1.8555  -0.07
C -0.2599 -3.8339 2.7189  -0.07
C -0.5032 -2.5618 2.2301  -0.08
C -2.0246 0.1910 1.3363  -0.33
C -1.7756 1.5388 1.5911  -0.07
C -2.7146 2.2873 2.2848  -0.06
C -3.8924 1.6936 2.7179  -0.05
C -4.1397 0.3501 2.4665  -0.06
C -3.2117 -0.4031 1.7687  -0.07
H 3.3645 -1.2396 4.8124  0.03
H 4.4776 -1.0563 3.4522  0.04
H 2.7707 -1.4757 3.1638  0.02
H 4.2443 0.6721 1.7324  0.08
H 3.9026 2.3393 2.1623  0.07
H 2.6354 1.7293 0.1516  0.10
H 1.5530 2.1271 1.4667  0.11
H 1.1522 -0.2113 1.9726  0.09
H 2.2937 -0.7505 0.7402  0.12
H 2.5838 1.1926 -3.5905  0.10
H 3.0651 3.5065 -4.2767  0.11
H 1.8147 5.3840 -3.2716  0.11
H 0.0372 4.9407 -1.6061  0.11
H -0.4725 2.6333 -0.9384  0.09
H 3.5247 0.1604 -1.5063  0.10
H 5.1972 -1.5735 -1.9991  0.11
H 4.4974 -3.7411 -2.9558  0.11
H 2.1086 -4.1766 -3.4215  0.11
H 0.4147 -2.4400 -2.8966  0.08
H -1.0123 -3.3124 -1.0369  0.08
H -0.5869 -5.5983 -0.1569  0.11
H -0.1023 -5.9183 2.2421  0.11
H -0.0682 -3.9800 3.7738  0.11
H -0.5238 -1.7162 2.9085  0.11
H -0.8603 1.9964 1.2376  0.08
H -2.5343 3.3370 2.4760  0.11
H -4.6381 2.2870 3.2303  0.12
H -5.0833 -0.0941 2.7496  0.12
H -3.4432 -1.4294 1.5093  0.12
O -6.5259 2.5858 0.1090  0.14
C -5.6495 2.0368 -0.5027  -0.25
C -4.5378 2.7244 -1.3050  -0.27
O -4.3784 3.9133 -1.4330  0.12
C -3.6527 1.6237 -1.7717  -0.34
C -4.2049 0.3969 -1.3696  -0.32
O -3.5887 -0.7491 -1.6360  -0.25
C -5.4142 0.5319 -0.5978  -0.32
O -6.0633 -0.3249 -0.0254  0.08
O -2.5271 1.7498 -2.3500  -0.11

***

The following is a quantum chemistry calculation of C33H30AsKN4O6PS2 as an isolated structure, from OMol25.

Summary:
electronic energy: -161079.1196 eV
total charge: -1
HOMO energy: -5.562 eV
HOMO-LUMO gap: 7.62 eV
energy relative to the best compared isomer or geometry (same formula, charge and spin): 0.000 eV

Each line ends with the Löwdin charge.
Cartesian coordinates (Å):
K 1.2432 0.6434 -0.3587  0.70
C 1.4647 1.3527 4.1242  -0.05
N 1.9179 2.3730 3.2166  -0.11
C 3.1498 3.0117 3.2283  -0.05
C 3.1181 4.0328 2.3615  -0.02
N 1.8382 4.0280 1.7279  0.02
C 1.0859 2.9885 2.3300  -0.76
S -0.5525 2.8154 2.2650  0.66
C 1.5860 4.5324 0.4253  -0.26
C 2.3484 5.6136 0.0076  -0.03
C 2.6146 5.8065 -1.3331  -0.04
C 1.8802 5.0131 -2.2427  -0.07
C 0.9640 4.1487 -1.7379  -0.16
N 0.8245 3.8472 -0.4443  0.12
H 1.9144 1.3709 5.1184  0.10
H 1.6160 0.3500 3.6998  0.07
H 0.3675 1.5068 4.1914  0.04
H 3.9796 2.6736 3.8100  0.12
H 3.8762 4.7411 2.0869  0.11
H 2.8058 6.1628 0.8058  0.10
H 3.4068 6.5085 -1.6101  0.11
H 2.0077 5.0117 -3.3451  0.11
H 0.3043 3.5388 -2.3693  0.12
N -2.7679 2.1570 -0.4334  0.06
C -3.9844 1.5670 -0.5952  -0.34
C -5.1324 2.4117 -0.7448  -0.03
C -6.3819 1.8054 -0.8482  -0.10
C -6.5164 0.3987 -0.7396  -0.11
C -5.4071 -0.3997 -0.5227  -0.10
C -4.1122 0.1567 -0.4778  -0.32
P -2.6196 -0.8512 -0.3700  1.10
C -2.5861 -1.9220 -1.8606  -0.37
C -3.2962 -1.6128 -3.0251  -0.10
C -2.8888 -2.1421 -4.2667  -0.11
C -1.7900 -2.9707 -4.3207  -0.12
C -1.1412 -3.4012 -3.1713  -0.07
C -1.5875 -2.9238 -1.9267  -0.08
C -2.9818 -2.0359 0.9186  -0.40
C -3.5821 -3.2648 0.7080  -0.10
C -3.6546 -4.1923 1.7421  -0.09
C -3.1883 -3.8952 3.0104  -0.09
C -2.6063 -2.6478 3.2158  -0.09
C -2.5243 -1.6964 2.1984  -0.08
H -2.7082 3.1291 -0.7833  0.10
H -2.1206 1.9758 0.3732  0.01
H -4.9694 3.4907 -0.7983  0.10
H -7.2837 2.3798 -1.0256  0.09
H -7.4660 -0.0983 -0.9205  0.09
H -5.5031 -1.4610 -0.3139  0.10
H -4.1858 -0.9796 -2.9901  0.09
H -3.3969 -1.8964 -5.2288  0.11
H -1.4779 -3.3647 -5.2896  0.10
H -0.2475 -4.0350 -3.1642  0.10
H -1.1512 -3.2766 -1.0107  0.10
H -3.9958 -3.5626 -0.2511  0.11
H -4.0865 -5.1738 1.5669  0.10
H -3.1961 -4.5946 3.8344  0.10
H -2.2878 -2.3810 4.2103  0.09
H -2.0329 -0.7306 2.3899  0.10
O 2.5545 -0.5587 2.0416  -0.33
As 3.9404 0.0949 1.2228  0.81
O 5.0424 0.2923 2.4140  -0.49
O 3.5105 1.0261 -0.0977  -0.64
C 4.6386 -1.4569 0.1183  -0.19
C 6.0527 -1.5249 0.0621  -0.08
C 6.6967 -2.4636 -0.7690  -0.09
C 5.9462 -3.3759 -1.5003  -0.10
C 4.5688 -3.3409 -1.4201  -0.08
C 3.9098 -2.3722 -0.6366  -0.26
S 2.1591 -2.4222 -0.9225  0.48
O 1.6895 -3.5687 -1.6588  -0.32
O 1.9782 -1.1776 -1.7019  -0.48
O 1.5143 -2.3711 0.4381  -0.38
H 2.1694 -1.3003 1.4869  -0.01
H 6.6207 -0.8581 0.7011  0.09
H 7.7816 -2.4485 -0.8055  0.09
H 6.3920 -4.1417 -2.1318  0.10
H 3.9319 -4.0650 -1.8875  0.09